# C5H6O

One molecule with the formula C5H6O (ωB97M-V/def2-TZVPD, OMol25).

```
12
Properties=species:S:1:pos:R:3:forces:R:3:lowdin_charge:R:1
C 1.530646 -0.523071 -0.308997 0.2022 -0.0276 -0.0728 -0.043
C 0.189124 0.131293 -0.200737 -0.0210 -0.0952 -0.2995 -0.282
C 0.052948 1.597578 -0.301977 0.2196 0.2158 -0.2813 -0.241
O 0.980788 2.337300 -0.539538 -0.2906 -0.1673 0.1015 0.049
C -0.896037 -0.547258 0.082731 0.2856 0.0470 -0.3397 -0.070
C -1.882073 -0.997421 0.789180 0.2544 0.7078 -0.0839 0.041
H 1.552757 -1.470470 0.238602 -0.0051 0.1781 -0.0969 0.085
H 1.729813 -0.728913 -1.363610 0.1942 -0.0021 0.0982 0.087
H 2.307518 0.145200 0.065171 -0.0268 -0.0652 -0.0545 0.081
H -1.669120 -0.352491 1.655978 -1.2729 -1.2789 0.8949 0.093
H -0.954304 1.991087 -0.040244 0.1465 -0.0528 -0.2131 0.128
H -2.729939 -1.626364 0.507472 0.3138 0.5404 0.3471 0.072
```
Forces are in eV/Å.

Its energy relative to the best compared isomer or geometry (same formula, charge and spin) is 2.208 eV. Its structure (SMILES) is C=C=C(C)C=O. Its charge is 0.

=====

# C9H19F4N4O4

A 2-piece molecular cluster, C9H19F4N4O4 overall (ωB97M-V/def2-TZVPD, OMol25).

```
40
Properties=species:S:1:pos:R:3:forces:R:3:lowdin_charge:R:1
C -1.912036 3.735634 0.947790 -0.0851 0.0166 0.0091 -0.032
C -0.910031 4.251177 -0.043171 0.1646 0.1756 -0.0717 -0.378
F -1.572870 4.478567 -1.260379 -0.0490 0.0334 -0.0585 -0.013
N 0.203353 3.376214 -0.370218 -0.0625 -0.0048 0.1738 -0.012
C 0.875720 2.718096 0.773366 0.1287 0.0006 -0.1289 -0.102
C 0.630897 1.202418 0.817748 0.0374 0.1046 0.2267 -0.679
N 1.450605 0.557493 -0.204391 -0.3735 -0.3056 0.2953 0.078
N -0.797106 0.897152 0.723727 -0.0768 0.0865 0.0553 0.091
N 1.060510 0.753157 2.143402 0.1497 -0.1040 -0.0910 0.074
C 1.145762 4.125564 -1.166502 -0.3036 -0.5823 -0.1595 -0.568
O 1.789058 5.055305 -0.793497 0.2335 0.4250 0.1530 0.137
O 1.232528 3.651022 -2.412393 0.0386 -0.0419 -0.1073 0.139
H -2.682452 4.501666 1.054147 0.0135 -0.0294 -0.0104 0.082
H -2.345943 2.799363 0.606576 0.0454 0.0552 0.0650 0.068
H -1.454153 3.567064 1.921325 -0.0456 -0.0476 -0.0386 0.078
H -0.532960 5.239665 0.250841 -0.0128 -0.0266 0.0458 0.149
H 1.952736 2.842433 0.645671 -0.0270 0.0854 0.0694 0.126
H 0.603836 3.188415 1.720106 -0.0854 -0.1267 -0.0435 0.116
H 1.162088 -0.449097 -0.125013 0.4212 0.1704 -0.5580 0.040
H 1.141464 0.871321 -1.123201 0.0125 -0.0975 0.0402 0.057
H -0.954125 -0.009205 1.151705 0.0288 -0.0956 -0.1240 0.072
H -1.031167 0.773220 -0.255533 0.0005 -0.0321 0.0280 0.081
H 2.066110 0.901974 2.192232 -0.0625 0.0206 0.0007 0.074
H 0.966670 -0.263224 2.148518 -0.0312 0.0490 0.0165 0.072
H 0.610461 2.910856 -2.469684 0.0037 0.0776 0.0022 0.119
C -0.782823 -5.608640 0.491951 0.0197 0.0023 -0.0482 -0.086
C 0.510645 -4.806455 0.594560 0.1368 0.0034 0.2181 -0.294
O 1.004212 -4.332555 -0.636762 -0.2956 -0.1563 -0.1235 -0.110
C 0.593987 -2.981657 -1.011058 0.0953 0.1450 -0.0364 -0.504
O 0.493887 -2.120917 -0.038338 -0.0474 0.1820 0.2366 -0.178
C -0.734107 -3.051984 -1.820972 -0.0097 0.0135 -0.0542 -0.544
F -0.816230 -4.097375 -2.678492 0.0180 0.0158 0.0004 0.104
F -0.839990 -1.934291 -2.591285 -0.0278 -0.0377 0.0146 0.090
F -1.852707 -3.088837 -1.070233 0.0347 -0.0227 0.0063 0.110
H -0.728321 -6.300875 -0.350740 0.0023 -0.0242 0.0182 0.072
H -0.926151 -6.188466 1.408081 -0.0158 -0.0070 0.0066 0.062
H -1.655498 -4.972699 0.356001 0.0253 0.0306 -0.0393 0.056
H 1.293624 -5.461042 0.992108 0.0084 0.0121 -0.0012 0.105
H 0.395274 -3.967012 1.287070 -0.0219 -0.0150 -0.0410 0.102
H 1.345245 -2.763444 -1.805063 0.0148 0.0518 0.0530 0.146
```
Forces are in eV/Å.

Its charge is -1.

=====

# C34H26BaN4P2

C34H26BaN4P2 as an isolated structure (ωB97M-V/def2-TZVPD, OMol25).

```
67
Properties=species:S:1:pos:R:3:forces:R:3:lowdin_charge:R:1
Ba -0.154975 0.344743 -2.195077 -0.2292 -0.0245 -0.2765 1.604
C -2.567828 2.396721 0.265700 -0.2216 0.0339 0.0700 -0.300
P -3.001294 0.936953 -0.748155 0.2737 0.0503 -0.3722 0.927
C -2.636763 -0.505681 0.293171 0.0074 -0.0044 0.1218 -0.418
C -3.358290 -1.691414 0.135755 -0.0308 0.0001 -0.0786 -0.098
C -2.980893 -2.842975 0.805217 -0.0075 0.0233 -0.0422 -0.082
C -1.860966 -2.833905 1.627112 -0.0083 -0.0183 0.0057 -0.078
C -1.138674 -1.663976 1.791891 0.0623 0.0129 0.0481 -0.062
C -1.522710 -0.500315 1.135830 0.0650 -0.0257 0.0029 -0.102
C -4.809989 1.017588 -0.868309 -0.0660 0.0088 0.0166 -0.396
C -5.385672 1.285312 -2.107973 0.0238 -0.0171 0.0512 -0.107
C -6.762834 1.400882 -2.234945 -0.0116 0.0074 -0.0259 -0.084
C -7.574242 1.243081 -1.122970 -0.0309 0.0060 -0.0139 -0.081
C -7.010531 0.970821 0.116691 -0.0057 -0.0050 0.0258 -0.075
C -5.636422 0.860272 0.243824 0.0663 -0.0139 0.0411 -0.087
C -1.102195 2.698640 0.397551 -0.0667 0.0352 -0.0020 -0.448
C -0.567035 3.537420 1.349015 -0.1161 -0.0218 0.0434 -0.072
C 0.818086 3.589984 1.098547 0.1622 -0.0500 -0.1087 -0.089
C 1.047669 2.775818 0.010698 0.0412 0.0061 0.1338 -0.456
C 2.397079 2.514388 -0.584914 0.2863 0.1024 -0.0985 -0.318
P 2.781005 0.752095 -0.954493 -0.2889 -0.1046 -0.0676 0.918
C 4.563697 0.784026 -1.294190 0.0729 0.0054 -0.0169 -0.380
C 5.017099 0.492666 -2.576713 0.0188 0.0308 0.0180 -0.106
C 6.373039 0.545201 -2.870834 0.0062 -0.0133 -0.0222 -0.084
C 7.281962 0.879511 -1.880285 0.0328 0.0001 -0.0129 -0.082
C 6.838787 1.160186 -0.593763 0.0111 0.0036 0.0179 -0.075
C 5.487210 1.112754 -0.302062 -0.0721 -0.0127 0.0060 -0.082
C 2.622251 -0.135521 0.623908 0.0714 -0.0457 0.0529 -0.383
C 2.643863 -1.531170 0.569320 -0.0587 -0.0026 0.0113 -0.103
C 2.552414 -2.285817 1.728954 0.0322 -0.0225 -0.0568 -0.078
C 2.424002 -1.647570 2.954538 0.0222 -0.0510 0.0211 -0.092
C 2.379696 -0.262499 3.017184 -0.0003 0.0193 0.0710 -0.077
C 2.482069 0.494224 1.859866 -0.0127 0.0636 -0.0949 -0.079
N -0.126280 2.207425 -0.441924 0.0796 0.3428 0.3087 -0.200
H -3.022879 2.289043 1.255275 0.0246 0.0298 -0.0059 0.096
H -3.091753 3.224937 -0.227096 0.0102 -0.0215 -0.0027 0.090
H -4.220069 -1.717384 -0.521767 -0.0091 0.0158 0.0117 0.108
H -3.538060 -3.758261 0.662634 -0.0051 -0.0250 0.0058 0.097
H -1.554154 -3.746209 2.121599 0.0153 0.0022 0.0173 0.112
H -0.260320 -1.643684 2.425303 -0.0416 -0.0163 -0.0110 0.092
H -0.939821 0.402033 1.284493 -0.0410 0.0207 -0.0075 0.092
H -4.751336 1.402711 -2.978395 0.0073 -0.0021 -0.0002 0.091
H -7.198706 1.609269 -3.203213 -0.0118 -0.0011 0.0026 0.104
H -8.648749 1.328428 -1.219189 -0.0025 -0.0004 -0.0090 0.105
H -7.644598 0.843743 0.984287 0.0014 -0.0010 0.0052 0.106
H -5.198697 0.639492 1.210434 -0.0011 -0.0057 0.0038 0.113
H -1.115390 4.050949 2.123748 -0.0109 0.0035 0.0080 0.098
H 1.570060 4.145919 1.638654 -0.0106 0.0177 0.0218 0.099
H 3.176281 2.915690 0.069585 -0.1005 0.0344 0.0660 0.087
H 2.539404 3.030883 -1.544073 -0.0117 -0.0219 0.0062 0.083
H 4.309248 0.215717 -3.349004 -0.0131 0.0028 0.0087 0.091
H 6.715808 0.315768 -3.871219 0.0149 0.0006 0.0019 0.104
H 8.340077 0.915068 -2.104371 0.0002 -0.0034 -0.0128 0.105
H 7.549683 1.411539 0.182407 0.0035 -0.0007 0.0008 0.106
H 5.142282 1.317765 0.705062 0.0081 0.0024 0.0090 0.107
H 2.728317 -2.042579 -0.384029 0.0250 0.0147 -0.0147 0.097
H 2.573794 -3.365522 1.657820 0.0118 -0.0126 0.0180 0.088
H 2.349801 -2.232318 3.862692 -0.0079 -0.0055 0.0036 0.107
H 2.264010 0.233183 3.972676 0.0016 0.0114 -0.0021 0.107
H 2.423226 1.573207 1.913471 0.0070 -0.0182 0.0403 0.092
N -0.157029 -2.215417 -1.886218 -0.1132 -0.4301 0.1183 -0.105
C -0.137108 -3.275308 -1.401853 0.1438 0.2924 -0.2439 -0.236
C -0.021226 -4.535392 -0.856495 -0.0417 0.1994 0.0068 -0.286
C 1.272858 -4.961537 -0.503266 0.2561 -0.1843 0.0555 -0.245
N 2.351597 -5.271054 -0.232040 0.0043 0.0254 0.0495 0.135
C -1.177831 -5.297082 -0.613304 -0.2216 -0.2587 0.0450 -0.253
N -2.141071 -5.903436 -0.422799 0.0007 0.0165 0.0262 0.138
```
Forces are in eV/Å.

Its energy relative to the best compared isomer or geometry (same formula, charge and spin) is 0.028 eV. Its charge is 0.

=====

The HOMO-LUMO gap results, record by record, are as follows: 9.8; 7.9; 6.5 eV.
The calculated total energy results, record by record, are as follows: -7327.0764; -34664.0446; -60912.4570 eV.